Record 1
Density functional theory data (ωB97M-V/def2-TZVPD) for a structure of composition C15H23DyN2O4P in a non-equilibrium geometry.

Structure (XYZ):
```
46
Properties=species:S:1:pos:R:3:mulliken_spin:R:1
Dy 5.4444 -0.5346 2.2702 4.23
P -0.5074 1.0014 -3.2425 0.00
O 0.6877 2.2297 -3.2814 0.00
O -0.8702 4.0267 -1.1692 0.94
O -1.7368 -0.6988 -1.5334 0.00
O -2.7055 2.7816 -1.6586 0.09
N -1.9001 1.1509 0.7470 0.00
N -4.6931 -1.4864 0.4340 0.00
C -0.7033 0.3114 -1.4458 0.01
C 0.9868 0.0710 2.2809 -0.03
C -0.9482 1.4692 -0.3694 0.02
C -2.4790 -0.2358 0.7620 0.00
C 0.2676 -0.4546 -4.1940 0.00
C 3.6485 -0.5836 0.6944 0.12
C 4.2590 -2.6723 2.5584 -0.24
C 2.6616 0.5170 0.2454 0.13
C 1.9756 -1.0622 2.7708 -0.03
C -1.7552 -1.2999 -0.1873 0.00
C -1.5692 2.7777 -1.1224 -0.04
C -4.0694 -0.1330 0.4279 0.00
C 3.2874 -1.4330 2.0163 -0.26
C 1.3215 0.8779 0.9945 0.02
C 0.4289 2.0225 0.3252 0.00
H 4.6229 -2.5182 3.6554 0.09
H 1.4136 -0.3782 -4.0397 0.00
H -4.5218 -1.8587 -0.5243 0.00
H -2.4104 -0.6177 1.8539 0.00
H 0.4035 2.9815 -3.8535 0.00
H -2.3031 -2.3119 -0.2353 0.00
H -1.4534 1.3710 1.6638 0.00
H 0.2896 -0.2616 -1.2524 0.00
H 0.1437 2.8402 1.0760 0.00
H -0.7028 -1.5223 0.2035 0.00
H -4.5151 0.5300 1.2641 0.00
H -4.1346 -2.0894 1.0732 0.00
H 5.1529 -2.8802 1.8458 -0.09
H -0.0699 -1.4319 -3.7054 0.00
H -2.7121 1.8146 0.6896 0.00
H 1.0419 2.4786 -0.5411 0.00
H 1.7505 -1.6985 3.7051 0.00
H 0.0188 0.2816 2.8550 0.00
H -0.0220 -0.4879 -5.2947 0.00
H 3.5907 -3.6153 2.5107 0.03
H 2.9236 1.0842 -0.7184 0.01
H 4.6072 -0.7616 0.0279 0.01
H -4.1452 0.4086 -0.5825 0.00
```

Energy = -2220.83977 a.u.
Highest occupied orbital energy (spin up / spin down) = -15.649 / -15.644 eV
Total charge = +3
Multiplicity = 6
LUMO energy (spin up / spin down) = -11.5 / -11.3 eV

Record 2
Density functional theory data (ωB97M-V/def2-TZVPD) for a structure of composition C3H5NO2 in a non-equilibrium geometry.

Structure (XYZ):
```
11
Properties=species:S:1:pos:R:3:nbo_charge:R:1
O 0.1093 -2.0188 -0.4197 -0.51
O 0.3137 1.2932 0.3067 -0.57
N 2.0626 -0.1256 0.1528 -0.79
C -0.2480 -0.8803 -0.2083 0.53
C -1.7759 0.3611 -0.0784 -0.64
C 0.7674 0.1881 0.1086 0.51
H 2.7018 0.6235 0.3665 0.41
H -2.3410 -0.1044 0.7145 0.20
H 2.3688 -1.0664 -0.0242 0.41
H -2.1889 0.2707 -1.0711 0.20
H -1.7698 1.4589 0.1526 0.24
```

Energy = -322.46788 a.u.
Highest occupied orbital energy = -9.503 eV
Relative energy (zero: lowest compared OMol25 entry of this formula, charge and spin) = 2.8967 eV
Multiplicity = 1
LUMO energy = 0.1 eV

Record 3
Density functional theory data (ωB97M-V/def2-TZVPD) for a structure of composition C40H45BrClN2OTi.

Structure (XYZ):
```
91
Properties=species:S:1:pos:R:3:nbo_charge:R:1
Br 4.1137 3.6410 4.5405 0.09
Ti 1.2312 -0.8728 0.4729 1.83
Cl 3.5102 -2.3520 0.7661 0.02
O 0.9685 -2.0886 -1.3305 -0.76
N -0.4947 -1.2747 0.8514 -0.83
N 2.8521 0.1211 -1.2231 -0.54
C 2.9962 2.6747 2.1135 -0.26
C 1.9071 -2.4902 1.5508 -0.79
C -1.2660 2.4588 0.4583 0.08
C 4.0369 0.4449 -0.6710 0.05
C 5.1268 0.8888 -1.3875 -0.20
C 1.4631 -0.1653 -3.2309 -0.44
C -1.0382 2.0041 -2.2810 -0.06
C 1.7846 0.5624 1.8647 -0.55
C -1.4000 2.7196 1.9396 -0.66
C -0.2416 2.9866 -1.6738 0.06
C 3.7978 0.6889 -3.3446 -0.25
C -2.3611 -2.7202 0.3334 -0.15
C -1.2787 -1.0458 3.5691 -0.19
C -3.1982 0.8986 0.6623 -0.64
C -3.7413 -2.5356 0.3802 -0.13
C -1.0428 1.8557 -3.7855 -0.65
C -0.3662 3.2248 -0.2974 -0.07
C 1.9600 0.3558 3.2398 -0.13
C -1.7399 -2.0659 2.7339 -0.08
C -2.7503 0.1750 -2.2221 -0.64
C -2.4076 -3.1640 3.2775 -0.18
C -1.8164 -3.6053 -0.5937 -0.21
C -2.6394 -4.2664 -1.4948 -0.19
C -4.5585 -3.1778 -0.5382 -0.21
C 1.7837 -2.5272 -2.4359 -0.07
C 1.4900 -1.6473 -3.6330 -0.41
C 2.6296 1.2687 4.0383 -0.27
C 3.1606 2.4157 3.4627 -0.07
C 2.2842 1.7618 1.3457 -0.20
C 5.0049 1.0187 -2.7605 -0.14
C -2.1378 -2.2300 5.4736 -0.16
C -2.5942 -3.2490 4.6490 -0.21
C -4.0086 -4.0382 -1.4796 -0.19
C 2.7411 0.2407 -2.5596 0.25
C -1.9365 1.2415 -1.5232 -0.02
C -2.0846 1.5071 -0.1553 -0.03
C -1.4867 -1.1264 4.9335 -0.21
C -1.4729 -1.9804 1.2799 0.38
C 0.3283 4.3746 0.3939 -0.64
C 0.7085 3.7784 -2.5453 -0.65
H 2.0111 -2.3678 2.6200 0.24
H -2.2161 -4.9715 -2.1989 0.22
H -2.0310 3.5929 2.1375 0.23
H -0.4314 2.9133 2.4013 0.22
H -1.1471 -0.3274 5.5805 0.23
H -2.1037 -0.4823 -2.8115 0.20
H -2.2940 -2.2918 6.5430 0.23
H -2.8339 0.1822 1.4001 0.21
H 3.6532 0.7778 -4.4136 0.23
H 0.6252 0.0455 -2.5665 0.23
H 1.3453 3.1143 -3.1346 0.20
H -1.2084 0.8279 -4.1070 0.21
H 1.3717 4.4221 -1.9788 0.22
H 2.8078 -2.4145 -2.0934 0.21
H -0.7761 -0.1932 3.1344 0.24
H -1.8549 2.4527 -4.2137 0.23
H 2.1431 1.9987 0.2990 0.22
H -0.1216 2.2007 -4.2488 0.22
H -5.6287 -3.0149 -0.5120 0.23
H -3.0984 -4.1067 5.0738 0.23
H 1.4716 -3.4468 1.2867 0.23
H -0.4045 5.1345 0.6803 0.23
H 0.1689 4.4112 -3.2548 0.23
H 2.7572 1.0893 5.0985 0.23
H 1.3109 0.4429 -4.1218 0.24
H 4.1084 0.3431 0.3992 0.23
H 1.5961 -3.5812 -2.6291 0.20
H -3.7188 1.6772 1.2213 0.23
H 0.0337 -2.0568 -1.5778 0.52
H 0.5300 -1.9184 -4.0831 0.22
H -3.4720 0.6028 -2.9236 0.23
H -2.7638 -3.9535 2.6290 0.23
H -3.9437 0.4046 0.0487 0.22
H 5.8334 1.3696 -3.3628 0.23
H -1.8424 1.8754 2.4639 0.22
H -0.7526 -3.8131 -0.5721 0.22
H 1.0736 4.8682 -0.2206 0.21
H 0.8228 4.0597 1.3124 0.22
H -4.1701 -1.8800 1.1266 0.22
H -3.2917 -0.4650 -1.5327 0.22
H 2.2556 -1.8277 -4.3915 0.23
H -4.6498 -4.5475 -2.1877 0.23
H 6.0453 1.1296 -0.8698 0.23
H 3.3983 3.5803 1.6768 0.23
H 1.5748 -0.5410 3.7091 0.20
```

Energy = -5619.48327 a.u.
Highest occupied orbital energy = -10.557 eV
Total charge = +1
Multiplicity = 1
LUMO energy = -3.6 eV

Q: What is the multiplicity in the second record?
A: 1

Q: Which value of multiplicity does entry 3 give?
A: 1